Record 1
Below is 4 unconnected molecules or ions with the total composition C22H46O11S3Si, with properties calculated with ωB97M-V with the def2-TZVPD basis set.

Calculated values
HOMO energy   -9.2 eV
Spin multiplicity   1
Gap between HOMO and LUMO   9.248 eV
Lowest unoccupied orbital energy   0.0031 Ha
Structure (SMILES)   CCOCCOCCOC[SiH2]CCC(=O)O.O=S1(=O)CCCC1.O=S1(=O)CCCC1.O=S1(=O)CCCC1

Geometry (Å):
C  8.01  -3.73  3.07
C  7.30  -4.24  1.84
O  6.08  -3.54  1.67
C  5.05  -4.34  1.15
C  3.78  -3.51  0.90
O  3.89  -2.22  1.44
C  3.04  -1.25  0.88
C  1.70  -1.11  1.63
O  1.39  -2.37  2.20
C  0.26  -2.36  3.07
Si  -1.14  -3.41  2.35
C  -0.36  -4.69  1.21
C  0.39  -5.76  2.01
C  1.53  -6.51  1.34
O  2.16  -7.36  1.89
O  1.78  -6.22  0.02
H  8.55  -2.80  2.87
H  8.72  -4.47  3.43
H  7.28  -3.55  3.86
H  7.10  -5.32  1.92
H  7.91  -4.09  0.94
H  5.37  -4.79  0.20
H  4.82  -5.16  1.84
H  2.92  -4.01  1.36
H  3.57  -3.44  -0.18
H  2.85  -1.45  -0.18
H  3.59  -0.30  0.94
H  0.92  -0.82  0.92
H  1.76  -0.34  2.41
H  -0.11  -1.34  3.24
H  0.57  -2.75  4.05
H  -1.84  -4.11  3.45
H  -2.14  -2.61  1.61
H  -1.16  -5.15  0.61
H  0.30  -4.16  0.52
H  0.83  -5.34  2.92
H  -0.29  -6.53  2.35
H  1.75  -5.27  -0.13
O  -1.34  1.27  0.28
S  -1.17  1.62  1.67
O  -1.18  0.58  2.67
C  0.31  2.62  1.82
C  -0.19  4.04  1.61
C  -1.49  4.15  2.41
C  -2.34  2.92  2.08
H  1.03  2.27  1.08
H  0.70  2.47  2.83
H  0.55  4.77  1.93
H  -0.38  4.21  0.54
H  -1.27  4.18  3.48
H  -2.04  5.07  2.17
H  -2.95  2.57  2.91
H  -2.96  3.06  1.20
O  0.90  2.34  -4.62
S  -0.36  2.46  -3.94
O  -0.62  3.64  -3.14
C  -1.70  2.20  -5.09
C  -1.97  0.70  -5.04
C  -1.90  0.31  -3.56
C  -0.65  0.97  -2.96
H  -1.40  2.58  -6.06
H  -2.53  2.78  -4.69
H  -2.93  0.46  -5.48
H  -1.20  0.17  -5.61
H  -2.78  0.69  -3.05
H  -1.87  -0.77  -3.42
H  -0.79  1.27  -1.93
H  0.24  0.36  -3.07
O  -4.60  3.75  -4.28
S  -4.53  3.72  -2.84
O  -4.11  2.51  -2.18
C  -3.57  5.12  -2.27
C  -4.60  6.23  -2.11
C  -5.82  5.58  -1.43
C  -6.11  4.27  -2.18
H  -2.78  5.31  -3.00
H  -3.12  4.82  -1.32
H  -4.20  7.05  -1.51
H  -4.88  6.62  -3.08
H  -5.58  5.36  -0.39
H  -6.68  6.24  -1.44
H  -6.50  3.48  -1.55
H  -6.77  4.43  -3.04

Record 2
Below is a molecular structure, C22H46O21S6Ti2 at a distorted geometry, with properties calculated with ωB97M-V with the def2-TZVPD basis set.

Calculated values
HOMO energy (alpha / beta)   -5.1 / -8.6 eV
<S²>   12.004
Spin multiplicity   7
Gap between HOMO and LUMO (alpha / beta)   4.829 / 8.145 eV
Lowest unoccupied orbital energy (alpha / beta)   -0.0102 / -0.0177 Ha

Geometry (Å):
Ti  12.09  6.33  -27.59
Ti  14.51  8.06  -22.87
S  13.23  7.23  -25.13
O  11.92  6.59  -25.38
O  13.08  8.59  -24.58
O  14.08  6.48  -24.17
O  13.81  7.27  -26.46
C  16.02  9.81  -25.72
C  15.34  11.17  -25.46
O  16.27  12.11  -25.94
C  17.29  11.50  -26.57
O  18.14  12.08  -27.15
O  17.21  10.16  -26.43
H  15.42  9.22  -26.42
H  16.30  9.19  -24.86
H  15.25  11.26  -24.37
H  14.36  11.25  -25.92
C  10.86  6.68  -22.57
C  11.42  5.26  -22.44
O  10.64  4.69  -21.40
C  9.96  5.66  -20.74
O  9.36  5.50  -19.73
O  10.13  6.83  -21.36
H  10.13  6.69  -23.38
H  11.60  7.45  -22.76
H  12.49  5.36  -22.24
H  11.33  4.62  -23.32
C  15.45  7.16  -29.25
C  15.72  8.55  -29.81
O  17.07  8.44  -30.30
C  17.40  7.10  -30.40
O  18.40  6.74  -30.88
O  16.41  6.34  -29.89
H  14.47  6.72  -29.46
H  15.40  7.21  -28.15
H  15.76  9.29  -29.02
H  15.07  8.80  -30.65
C  9.02  9.98  -25.42
C  10.29  10.36  -24.65
O  9.89  10.36  -23.28
C  8.76  9.63  -23.18
O  8.14  9.43  -22.19
O  8.37  9.21  -24.39
H  9.37  9.34  -26.24
H  8.38  10.73  -25.87
H  10.62  11.36  -24.92
H  11.04  9.59  -24.74
C  12.21  2.93  -27.70
S  13.51  3.61  -28.77
O  13.02  5.01  -29.13
C  14.75  3.84  -27.41
H  12.50  1.93  -27.37
H  11.28  2.75  -28.24
H  12.05  3.55  -26.82
H  14.88  2.85  -26.98
H  14.31  4.46  -26.63
H  15.65  4.26  -27.86
C  8.61  5.06  -25.03
S  6.81  5.35  -25.09
O  6.14  4.04  -24.79
C  6.55  6.32  -23.59
H  9.18  5.89  -25.44
H  8.81  4.28  -25.78
H  8.89  4.78  -24.02
H  6.70  5.71  -22.70
H  5.52  6.65  -23.62
H  7.22  7.18  -23.51
C  12.75  10.25  -27.93
S  12.20  9.43  -29.43
O  11.80  8.06  -28.96
C  10.74  10.48  -29.79
H  12.05  10.30  -27.09
H  13.13  11.25  -28.16
H  13.51  9.59  -27.50
H  10.15  10.69  -28.90
H  10.16  9.93  -30.53
H  11.11  11.44  -30.16
C  15.21  4.97  -21.02
S  14.51  6.32  -20.03
O  13.70  7.16  -21.02
C  13.28  5.33  -19.16
H  14.56  4.68  -21.84
H  15.45  4.08  -20.43
H  16.18  5.29  -21.40
H  13.78  4.68  -18.45
H  12.77  4.64  -19.83
H  12.59  5.97  -18.61
C  17.81  6.06  -26.45
S  18.22  4.37  -25.83
O  19.54  4.49  -25.14
C  16.95  4.43  -24.55
H  18.26  6.78  -25.76
H  16.75  6.30  -26.46
H  18.23  6.21  -27.45
H  17.19  5.17  -23.78
H  16.90  3.49  -24.01
H  15.95  4.65  -24.90

Record 3
Below is a molecular structure, C22H47B2Br2Ca2Cl2CsF4N3O17P2S at a distorted geometry, with properties calculated with ωB97M-V with the def2-TZVPD basis set.

Calculated values
HOMO energy   -4.7 eV
Total charge   -1
Spin multiplicity   1
Gap between HOMO and LUMO   1.601 eV
Lowest unoccupied orbital energy   -0.1125 Ha

Geometry (Å):
C  -1.39  0.56  2.71
O  -2.08  1.37  1.70
B  -3.03  0.54  0.96
O  -4.12  -0.01  1.71
C  -2.74  0.28  -0.63
C  -1.28  0.73  -1.16
C  -1.15  2.27  -1.59
N  -1.72  3.25  -0.62
N  -1.68  2.62  -2.94
N  0.34  2.57  -1.66
O  -2.61  -1.20  -0.64
C  -3.90  -1.80  -0.95
O  -4.08  -3.02  -1.11
O  -4.86  -0.70  -1.07
C  -4.00  0.34  -1.66
C  -4.78  1.72  -1.83
C  -5.90  2.01  -0.69
C  -6.40  3.58  -0.93
C  -5.36  4.66  -0.26
O  -4.31  5.09  -1.16
P  -3.56  -0.52  -3.34
S  -3.60  0.69  -4.87
H  -0.28  0.87  2.66
H  -1.48  -0.55  2.49
H  -1.72  0.78  3.79
H  -4.44  0.61  2.40
H  -0.50  0.48  -0.36
H  -0.99  0.10  -2.09
H  -1.10  3.21  0.22
H  -1.54  4.19  -1.02
H  -1.41  3.60  -3.19
H  -1.32  2.00  -3.68
H  0.81  2.26  -0.79
H  0.75  2.05  -2.45
H  -5.35  1.68  -2.86
H  -4.06  2.61  -1.90
H  -5.52  1.97  0.40
H  -6.89  1.36  -0.84
H  -7.41  3.72  -0.33
H  -6.61  3.78  -2.04
H  -5.91  5.62  0.07
H  -4.86  4.12  0.64
H  -4.54  4.89  -2.10
H  -4.53  -1.57  -3.63
H  -2.30  -1.23  -3.22
Ca  -0.79  2.53  -5.30
Br  3.42  1.59  -1.34
C  3.72  -0.17  -0.56
C  2.53  -0.62  0.25
Br  2.46  0.28  1.98
H  4.64  -0.10  0.03
H  3.88  -0.83  -1.41
H  2.61  -1.68  0.49
H  1.58  -0.43  -0.24
B  -2.43  -2.94  4.71
F  -2.03  -3.65  5.89
F  -1.58  -3.30  3.61
F  -3.79  -3.28  4.39
F  -2.34  -1.53  4.94
O  4.45  2.79  1.81
P  5.18  3.91  1.07
O  5.99  3.31  -0.11
O  6.12  4.62  2.04
O  4.15  4.91  0.54
C  12.19  4.75  1.35
C  10.70  4.96  1.39
C  9.91  3.90  0.70
O  8.70  4.59  0.35
C  9.05  5.90  0.21
O  8.33  6.75  -0.24
O  10.32  6.13  0.66
H  12.72  5.66  1.65
H  12.49  3.93  2.01
H  12.53  4.51  0.34
H  10.37  5.10  2.43
H  9.69  3.05  1.34
H  10.37  3.54  -0.23
Cs  -8.51  2.66  0.59
C  -5.08  -5.40  0.70
C  -3.74  -6.12  0.76
C  -3.28  -6.63  -0.60
C  -4.20  -7.68  -1.24
C  -4.43  -8.93  -0.39
C  -3.16  -9.72  -0.13
H  -5.88  -6.06  0.36
H  -5.36  -5.03  1.69
H  -5.03  -4.54  0.02
H  -3.79  -6.93  1.48
H  -2.99  -5.42  1.14
H  -2.27  -7.04  -0.50
H  -3.19  -5.78  -1.29
H  -3.77  -7.98  -2.21
H  -5.17  -7.22  -1.48
H  -5.14  -9.58  -0.92
H  -4.91  -8.67  0.55
H  -2.70  -10.04  -1.06
H  -3.38  -10.61  0.46
H  -2.43  -9.12  0.43
Ca  -6.95  0.95  -3.14
O  10.64  0.00  3.09
Cl  11.36  0.50  1.94
O  10.93  1.86  1.65
O  11.10  -0.34  0.80
O  12.78  0.50  2.23
Cl  6.77  2.65  -1.81